[1]
A 3-piece molecular cluster, C21H40Br2NO11P2 overall at a distorted geometry. Source: OMol25; level of theory: the ωB97M-V functional and the def2-TZVPD basis.

CARTESIAN COORDINATES (ANGSTROEM)
1 C -1.638887 -2.637272 4.528210
2 C -1.139899 -4.106525 4.938793
3 C -1.210296 -5.200323 3.765577
4 Br 0.050310 -6.679944 4.319990
5 C -0.687669 -4.694605 2.345664
6 C 0.803186 -4.592231 1.935263
7 C 1.228950 -4.109234 0.503258
8 C 2.755606 -3.985872 0.053627
9 O 3.165516 -4.089000 -1.121281
10 O 3.722522 -3.714318 1.068063
11 C 0.093513 -3.745504 -0.487189
12 Br 0.326856 -3.162254 -2.354182
13 C -1.383986 -3.877685 0.017739
14 O -2.469654 -3.589893 -0.840308
15 N -1.698243 -4.333357 1.361774
16 H -2.759812 -2.452077 4.730529
17 H -1.088895 -1.897324 5.228176
18 H -1.374096 -2.314194 3.466145
19 H -1.850372 -4.467088 5.778462
20 H -0.086605 -4.101220 5.413576
21 H -2.230708 -5.722085 3.665235
22 H 1.639105 -4.889459 2.645297
23 H 4.148983 -4.593551 1.248790
24 H -2.733085 -4.405231 -1.334341
25 H -2.696596 -4.401327 1.614323
26 O -4.685242 2.331061 -2.892031
27 P -3.167564 2.520219 -2.964381
28 O -2.777107 1.226652 -1.981848
29 C -3.432666 -0.027560 -2.115266
30 C -2.769713 -0.905496 -3.160499
31 O -3.056964 3.717370 -1.828323
32 C -4.195918 4.473594 -1.435956
33 C -4.887913 3.829355 -0.248790
34 O -1.492090 2.788207 -3.169042
35 C -0.648556 1.827678 -3.773271
36 C -0.943536 1.650032 -5.246327
37 H -4.496573 0.085045 -2.339122
38 H -3.368964 -0.524718 -1.142867
39 H -2.784152 -0.425656 -4.142118
40 H -3.281542 -1.867391 -3.240781
41 H -1.725636 -1.098768 -2.900549
42 H -4.879210 4.617178 -2.276023
43 H -3.842376 5.467407 -1.147183
44 H -5.129506 2.779599 -0.430214
45 H -5.812209 4.360199 -0.007784
46 H -4.235625 3.852388 0.628686
47 H -0.691962 0.882597 -3.231443
48 H 0.377896 2.190505 -3.657987
49 H -1.998965 1.414460 -5.415880
50 H -0.328668 0.850037 -5.665182
51 H -0.731064 2.572965 -5.792204
52 O 4.697682 1.366825 -0.162089
53 P 3.420388 1.328591 0.682680
54 O 3.235973 2.981186 0.813889
55 C 3.425672 3.836345 -0.307496
56 C 2.159048 3.980186 -1.131083
57 O 4.150858 1.055385 2.142324
58 C 5.484593 0.569061 2.222837
59 C 6.474399 1.717660 2.285626
60 O 1.966786 1.159705 1.566248
61 C 0.734950 1.654323 1.078266
62 C 0.253202 0.893883 -0.136562
63 H 4.251131 3.505355 -0.942772
64 H 3.707115 4.817245 0.084270
65 H 1.828213 3.010363 -1.512726
66 H 2.322507 4.646373 -1.980974
67 H 1.346033 4.394691 -0.528966
68 H 5.703889 -0.111975 1.396942
69 H 5.561204 -0.019178 3.142088
70 H 6.339871 2.425135 1.464576
71 H 7.500693 1.343190 2.254762
72 H 6.339480 2.284262 3.210910
73 H 0.797658 2.725520 0.890227
74 H 0.004004 1.535864 1.884460
75 H 1.014434 0.875713 -0.923346
76 H -0.659064 1.346335 -0.533976
77 H 0.039367 -0.147428 0.125080

Forces on atoms 1 to 2 (eV/Å):
0.3291 0.6953 0.8263
-0.7469 0.1349 0.4896

Values from the calculation:
Molar mass = 704.30 g mol⁻¹
F_max = 9.19 eV/A
Charge = +1
Highest occupied orbital energy = -11.8 eV

[2]
A 8-piece molecular cluster, C10H36O8S2 overall at a distorted geometry. Source: OMol25; level of theory: the ωB97M-V functional and the def2-TZVPD basis.

CARTESIAN COORDINATES (ANGSTROEM)
1 C -0.653086 2.229299 0.193493
2 O -1.871047 2.783622 0.682610
3 H -0.759806 1.285238 -0.340794
4 H -0.189662 2.751821 -0.643362
5 H 0.127156 2.222579 0.954601
6 H -2.448633 2.860434 -0.080336
7 C 0.443899 -1.623788 -0.531246
8 O 1.023902 -0.782424 0.542282
9 H -0.603508 -1.382124 -0.711934
10 H 1.049865 -1.586240 -1.436498
11 H 0.451321 -2.682314 -0.271301
12 H 1.819017 -0.414691 0.149641
13 C -0.687396 1.598957 -3.352186
14 O 0.437151 1.559494 -4.116036
15 H -1.474644 1.852182 -4.062276
16 H -0.846343 0.643015 -2.853185
17 H -0.641853 2.314873 -2.531523
18 H 1.246367 1.252101 -3.700967
19 C -1.112195 -4.751704 -1.819471
20 O -1.652795 -3.473293 -1.616395
21 H -0.944623 -5.051623 -0.785035
22 H -1.739266 -5.488703 -2.321177
23 H -0.103138 -4.666598 -2.222787
24 H -2.553539 -3.583970 -1.303330
25 C 0.416656 -1.951316 4.189985
26 O 0.967926 -2.466400 2.919132
27 H 0.917086 -1.097881 4.647477
28 H -0.522217 -1.404784 4.101042
29 H 0.360182 -2.793517 4.879632
30 H 0.790136 -1.792271 2.259165
31 C 3.751840 2.888581 -2.727827
32 O 3.141964 1.541032 -2.678654
33 H 2.907339 3.413869 -3.173925
34 H 4.093935 3.393125 -1.824218
35 H 4.558800 3.028777 -3.447044
36 H 3.286754 1.087348 -1.845094
37 C 3.139020 0.619590 2.295843
38 S 4.238956 0.468458 0.816292
39 O 3.261457 0.166786 -0.346397
40 C 4.793152 2.249762 0.658850
41 H 3.668849 1.125725 3.102817
42 H 2.831343 -0.342167 2.706292
43 H 2.263364 1.257633 2.176589
44 H 5.682209 2.347651 0.035883
45 H 5.003177 2.669659 1.642557
46 H 3.977625 2.874987 0.295356
47 C -6.334705 0.055280 1.670034
48 S -5.571684 -1.496390 1.216001
49 O -6.088009 -1.978925 -0.148744
50 C -3.855267 -0.867015 0.934104
51 H -5.937783 0.374924 2.633555
52 H -7.418956 0.020746 1.776338
53 H -6.066730 0.828979 0.950531
54 H -3.847750 -0.254796 0.032317
55 H -3.110682 -1.610243 0.648970
56 H -3.615131 -0.223350 1.780356

Forces on atoms 1 to 2 (eV/Å):
0.7518 0.0240 -0.9639
0.4133 -0.1796 -0.1997

Values from the calculation:
Molar mass = 348.52 g mol⁻¹
Multiplicity = 2
F_max = 2.83 eV/A
Charge = -1
Highest occupied orbital energy (spin up / spin down) = 0.4 / -7.0 eV

[3]
C10H11ClF5GdHgO as an isolated structure at a distorted geometry. Source: OMol25; level of theory: the ωB97M-V functional and the def2-TZVPD basis.

CARTESIAN COORDINATES (ANGSTROEM)
1 Gd -0.921591 1.615969 0.499681
2 Cl -1.751722 3.057450 -1.324798
3 C -2.727498 0.275698 0.811282
4 H -2.591622 -0.235767 1.775141
5 H -2.610486 -0.461537 -0.004180
6 H -3.728805 0.719272 0.770318
7 Hg 0.918717 -0.584436 -3.500925
8 C 2.815031 0.507713 -3.451577
9 C -0.806087 -0.331394 -4.765855
10 C 1.416718 -2.016413 -2.027473
11 H -1.355005 -1.269670 -4.861809
12 H -1.445661 0.417500 -4.284067
13 H -0.543314 0.012074 -5.774988
14 H 3.568068 -0.092905 -2.937583
15 H 3.191524 0.754364 -4.453413
16 H 2.658415 1.439359 -2.894773
17 H 0.772245 -2.883848 -1.782189
18 H 2.449861 -2.046485 -1.623582
19 F 1.161558 -0.817115 6.747210
20 C 0.805097 -0.078261 5.684684
21 C 0.594034 1.296157 5.835978
22 F 0.853951 1.864823 7.031244
23 C 0.194725 2.063673 4.765007
24 F 0.091782 3.400016 4.908047
25 C -0.002788 1.477704 3.502770
26 O -0.418280 2.224141 2.495226
27 C 0.314771 0.096649 3.360536
28 F 0.270792 -0.428122 2.056526
29 C 0.701298 -0.685676 4.427238
30 F 0.966971 -2.010134 4.246824

Forces on atoms 1 to 2 (eV/Å):
1.2055 -0.3514 -1.1532
-0.5496 1.2203 -1.3475

Values from the calculation:
Molar mass = 635.48 g mol⁻¹
Multiplicity = 8
F_max = 2.73 eV/A
Charge = -2
Highest occupied orbital energy (spin up / spin down) = 0.4 / -0.7 eV

[4]
A 3-piece molecular cluster, C4H7IOS overall. Source: OMol25; level of theory: the ωB97M-V functional and the def2-TZVPD basis.

CARTESIAN COORDINATES (ANGSTROEM)
1 C 0.096424 -2.552812 0.888314
2 C 1.646563 -0.139166 0.417642
3 C 0.052693 0.464605 -1.413101
4 C 0.635077 0.580331 -0.044399
5 O -0.171312 -2.972259 -0.126176
6 S -0.218806 1.759599 0.976800
7 I -3.811123 0.129276 0.288727
8 H 2.025696 -0.043738 1.420065
9 H -2.557167 0.786815 0.996121
10 H 2.158857 -0.834453 -0.224540
11 H -0.066667 1.446263 -1.867977
12 H 0.687549 -0.149370 -2.047271
13 H -0.934791 0.005089 -1.358134
14 H 0.457001 1.519826 2.093925

Forces on atoms 1 to 2 (eV/Å):
-0.2361 -0.3711 -0.3575
0.1637 0.1895 -0.2018

Values from the calculation:
ΔE to the lowest compared entry with this formula, charge and spin = 40.2 kJ/mol
Molar mass = 230.07 g mol⁻¹
F_max = 0.72 eV/A
Charge = 0
Highest occupied orbital energy = -8.9 eV

[5]
A 2-piece molecular cluster, C3H10NS overall at a distorted geometry. Source: OMol25; level of theory: the ωB97M-V functional and the def2-TZVPD basis.

CARTESIAN COORDINATES (ANGSTROEM)
1 C -2.044919 0.149482 -0.262600
2 S -1.339162 -1.590790 -0.212754
3 H -1.746155 0.605974 -1.203746
4 H -3.147389 0.183816 -0.300486
5 H -1.633466 0.641006 0.603714
6 C 2.368426 1.836732 -0.118557
7 C 1.306392 0.709740 -0.260013
8 N 0.946503 0.079783 1.092630
9 H 2.290361 2.513460 0.729987
10 H 3.335929 1.373259 -0.279915
11 H 2.143531 2.490039 -0.969194
12 H 0.545983 0.991543 -0.971204
13 H 1.856064 -0.142835 -0.649497
14 H 0.910912 0.732470 1.859904
15 H 0.054526 -0.484580 0.858679

Forces on atoms 1 to 2 (eV/Å):
-0.2523 -1.3602 -0.6953
-0.8242 0.4136 -0.2373

Values from the calculation:
ΔE to the lowest compared entry with this formula, charge and spin = 144.1 kJ/mol
Molar mass = 92.19 g mol⁻¹
F_max = 3.41 eV/A
Charge = -1
Highest occupied orbital energy = -2.5 eV

[6]
One molecule with the formula C9H17N3O5 at a distorted geometry. Source: OMol25; level of theory: the ωB97M-V functional and the def2-TZVPD basis.

CARTESIAN COORDINATES (ANGSTROEM)
1 C -0.591289 1.277607 2.632165
2 C -1.951099 1.016584 2.043073
3 O -2.953869 1.941814 2.454574
4 C -1.945042 0.895534 0.415068
5 N -0.940377 0.019240 -0.097776
6 C -1.166702 -1.311524 -0.428683
7 O -2.281409 -1.778966 -0.476938
8 C 0.078510 -2.077858 -0.687453
9 N -0.197316 -3.444177 -0.933742
10 C 0.978640 -1.418817 -1.838772
11 C 2.384972 -0.970382 -1.521142
12 C 2.509770 0.464776 -0.918620
13 N 3.830617 0.938085 -1.013013
14 O 1.611061 1.156324 -0.490536
15 C -1.851481 2.315006 -0.220863
16 O -2.834873 2.966494 -0.414277
17 O -0.599745 2.713885 -0.477153
18 H -0.623276 1.220267 3.682189
19 H -0.039164 0.397844 2.272416
20 H -0.118443 2.166278 2.189181
21 H -2.224524 -0.032482 2.343267
22 H -3.444877 1.529961 3.173272
23 H -2.876138 0.299195 0.158765
24 H 0.016173 0.279882 0.086302
25 H 0.640423 -1.975353 0.314697
26 H -0.795638 -3.735804 -0.198562
27 H -0.602674 -3.585172 -1.818763
28 H 0.494520 -0.508960 -2.255032
29 H 1.000852 -2.024587 -2.784045
30 H 3.014003 -1.181303 -2.438417
31 H 2.850115 -1.723943 -0.923030
32 H 4.619343 0.253413 -0.927283
33 H 3.956186 1.883611 -0.550539
34 H 0.052752 2.033529 -0.350330

Forces on atoms 1 to 2 (eV/Å):
0.2655 -0.5133 -2.3311
-0.7154 -1.2288 -1.1380

Values from the calculation:
ΔE to the lowest compared entry with this formula, charge and spin = 153.2 kJ/mol
Molar mass = 247.25 g mol⁻¹
F_max = 3.01 eV/A
Charge = 0
Structure (SMILES) = C[C@@H](O)[C@H](NC(=O)[C@@H](N)CCC(N)=O)C(=O)O
Highest occupied orbital energy = -9.0 eV